1:
The following is a quantum chemistry calculation of 2 unconnected molecules or ions with the total composition C3H7O2S, from the OMol25 dataset.

```
13
Properties=species:S:1:pos:R:3:mulliken_charge:R:1
O -0.66755 -1.88569 0.55626 -0.642
C 0.56778 -2.00733 0.47780 -0.043
O 1.40387 -1.18778 0.00592 -0.720
H 1.00258 -2.97855 0.81854 0.424
C -0.02177 1.23239 1.12624 -0.614
S -0.30294 2.04775 -0.46758 -0.192
C -0.53312 0.60100 -1.52802 -0.611
H 0.79895 0.52661 0.93924 0.154
H -0.86379 0.63095 1.46360 0.221
H 0.25774 1.99313 1.85542 0.318
H -0.34829 0.99301 -2.53362 0.300
H 0.23692 -0.13533 -1.23776 0.172
H -1.53038 0.16983 -1.47605 0.233
```

Results
- HOMO-LUMO gap: 0.2825 Eh
- 2S+1: 1
- Net charge: -1


2:
The following is a quantum chemistry calculation of 2 unconnected molecules or ions with the total composition C3H7O2S, from the OMol25 dataset.

```
13
Properties=species:S:1:pos:R:3:mulliken_charge:R:1
C -0.66427 0.15091 1.55529 -0.355
S -2.01537 -0.16827 0.36826 -0.141
C -1.05462 -1.09470 -0.86081 -0.714
H -0.94445 0.87767 2.31366 0.294
H -0.44570 -0.79791 2.04281 0.252
H 0.19387 0.51801 0.99056 -0.057
H -1.18939 -0.59451 -1.80931 0.256
H -1.48576 -2.08786 -0.93904 0.327
H 0.01589 -1.05523 -0.63040 0.171
O 2.28089 1.12772 0.43845 -0.688
C 1.88931 1.07711 -0.75117 -0.030
O 0.91184 1.63157 -1.28186 -0.609
H 2.50777 0.41548 -1.43644 0.294
```

Results
- HOMO-LUMO gap: 0.2792 Eh
- 2S+1: 1
- Net charge: -1


Of them, 1 has the highest stability.